23
Properties=species:S:1:pos:R:3:forces:R:3 method="wB97M-V/def2-TZVPD" charge=+2 homo_lumo_gap_ev=13.1508 relative_energy_kcal_mol=5.7 multiplicity=1 homo_ev=-19.147 smiles=[NH3+]CCCCC[NH3+]
N -2.061169 0.150468 -3.111130 1.3 -0.2 0.3
C -0.833880 -0.431752 -2.370093 -1.1 0.1 0.5
C -0.464337 0.356140 -1.096145 0.2 -0.2 -0.6
C -0.107581 -0.538183 0.101569 0.3 0.6 0.2
C 0.097691 0.236803 1.436602 -0.5 -0.3 -0.3
C 1.538407 0.499997 1.844169 0.5 -0.1 0.4
N 1.877075 -0.198978 3.170738 0.2 0.0 0.1
H -1.965842 -0.213430 -4.055871 -0.8 -0.1 -0.3
H -2.039002 1.159871 -3.183059 0.1 0.5 0.0
H -2.931373 -0.106556 -2.662633 -0.4 -0.3 -0.1
H -0.063662 -0.425661 -3.131201 0.3 -0.2 0.2
H -1.154588 -1.440574 -2.117118 0.3 -0.2 -0.2
H 0.415876 0.911438 -1.425356 -0.1 0.5 0.6
H -1.276789 1.026125 -0.811231 0.1 0.2 -0.1
H 0.829682 -1.034030 -0.146946 -0.1 -0.5 0.1
H -0.892342 -1.261172 0.303934 0.0 -0.2 -0.4
H -0.429498 -0.324965 2.211731 0.2 -0.1 0.1
H -0.448512 1.178736 1.421178 0.1 0.1 -0.1
H 2.303662 0.093572 1.186618 -0.2 0.1 -0.4
H 1.697638 1.567310 1.957195 0.3 0.0 0.3
H 1.517574 -1.154469 3.127857 -0.3 0.1 0.3
H 1.511345 0.286263 3.997721 -0.2 -0.2 -0.2
H 2.879623 -0.336952 3.351478 0.0 0.5 -0.3